No. 1
The following is a DFT calculation (ωB97M-V/def2-TZVPD) of a molecular structure, CuFZn.

Properties
* total energy: -3518.047706 Ha
* expectation value of S²: 0.7516
* orbital gap (alpha / beta): 11.4020 / 9.0190 eV
* HOMO energy (alpha / beta): -31.05 / -30.91 eV
* charge: +3
* 2S+1: 2

CARTESIAN COORDINATES (ANGSTROEM)
Cu1 -1.585 -0.639 -0.666
Zn1 1.708 0.796 0.078
F1 -0.123 -0.157 0.589

The net atomic charges from Löwdin, expressed in e, are:
1. Cu 1.615
2. Zn 1.725
3. F -0.340


No. 2
The following is a DFT calculation (ωB97M-V/def2-TZVPD) of a molecular structure, CuHLiO2.

Properties
* total energy: -1798.849955 Ha
* expectation value of S²: 0.7718
* orbital gap (alpha / beta): 6.4913 / 6.1918 eV
* HOMO energy (alpha / beta): -7.11 / -7.18 eV
* energy above the lowest of the compared OMol25 structures with the same formula, charge and spin: 0.0 kcal/mol
* 2S+1: 2

CARTESIAN COORDINATES (ANGSTROEM)
O1 0.636 0.728 0.394
O2 0.366 -0.398 -0.295
Li1 1.416 -0.308 1.947
Cu1 -1.343 -1.068 0.713
H1 -0.544 0.626 1.747

The net atomic charges from Löwdin, expressed in e, are:
1. O -0.492
2. O -0.477
3. Li 0.624
4. Cu 0.343
5. H 0.002


No. 3
The following is a DFT calculation (ωB97M-V/def2-TZVPD) of a molecular structure, F12K4N6O24S12.

Properties
* total energy: -10510.769682 Ha
* orbital gap: 7.8695 eV
* HOMO energy: -5.31 eV
* energy above the lowest of the compared OMol25 structures with the same formula, charge and spin: 0.0 kcal/mol
* charge: -2

CARTESIAN COORDINATES (ANGSTROEM)
K1 19.651 1.481 -7.725
K2 14.762 -0.131 -12.926
K3 20.261 0.328 -10.676
K4 16.969 7.156 -10.032
N1 11.694 3.628 -10.044
S1 12.772 3.088 -11.293
O1 12.908 4.031 -12.437
O2 12.952 1.706 -11.524
F1 14.063 3.396 -10.361
S2 10.530 2.871 -10.587
O3 10.330 1.457 -10.054
O4 10.073 3.152 -11.917
F2 9.368 3.570 -9.752
N2 17.130 -0.741 -14.385
S3 18.347 0.397 -14.879
O5 18.907 0.062 -16.176
O6 19.134 1.067 -13.906
F3 17.272 1.624 -15.285
S4 18.239 -1.635 -13.906
O7 18.521 -1.450 -12.503
O8 19.218 -2.238 -14.778
F4 17.275 -2.927 -13.791
N3 18.061 1.718 -9.886
S5 16.703 1.037 -9.600
O9 16.395 0.010 -10.555
O10 15.681 1.776 -8.816
F5 17.403 0.075 -8.449
S6 17.388 2.880 -10.934
O11 17.120 4.200 -10.274
O12 16.504 2.436 -12.011
F6 18.682 3.162 -11.877
N4 16.147 4.108 -5.229
S7 16.485 4.250 -6.703
O13 15.378 4.296 -7.667
O14 17.871 3.886 -7.070
F7 16.583 5.841 -6.648
S8 15.817 2.449 -5.447
O15 16.854 1.597 -5.963
O16 14.480 2.135 -5.899
F8 15.698 1.991 -3.947
N5 20.779 -0.951 -8.388
S9 22.111 -1.400 -7.784
O17 22.915 -2.119 -8.754
O18 22.135 -1.773 -6.396
F9 22.845 0.052 -7.737
S10 19.946 -2.361 -8.266
O19 18.956 -2.478 -7.243
O20 20.511 -3.626 -8.682
F10 19.021 -2.080 -9.534
N6 18.954 7.922 -11.948
S11 19.863 6.779 -12.246
O21 21.295 7.088 -12.363
O22 19.398 5.550 -12.921
F11 19.755 6.206 -10.682
S12 18.290 8.143 -13.511
O23 17.080 7.350 -13.977
O24 19.342 8.513 -14.457
F12 17.613 9.524 -13.197

The net atomic charges from Löwdin, expressed in e, are:
1. K 0.852
2. K 0.888
3. K 0.846
4. K 0.887
5. N -0.235
6. S 0.604
7. O -0.300
8. O -0.331
9. F -0.211
10. S 0.404
11. O -0.361
12. O -0.307
13. F -0.219
14. N -0.291
15. S 0.597
16. O -0.270
17. O -0.261
18. F -0.228
19. S 0.369
20. O -0.320
21. O -0.254
22. F -0.223
23. N -0.424
24. S 0.495
25. O -0.315
26. O -0.235
27. F -0.263
28. S 0.646
29. O -0.330
30. O -0.275
31. F -0.199
32. N -0.235
33. S 0.431
34. O -0.280
35. O -0.359
36. F -0.236
37. S 0.527
38. O -0.304
39. O -0.260
40. F -0.181
41. N -0.457
42. S 0.452
43. O -0.274
44. O -0.253
45. F -0.218
46. S 0.526
47. O -0.233
48. O -0.243
49. F -0.207
50. N -0.359
51. S 0.468
52. O -0.295
53. O -0.294
54. F -0.287
55. S 0.621
56. O -0.301
57. O -0.286
58. F -0.194


No. 4
The following is a DFT calculation (ωB97M-V/def2-TZVPD) of a molecular structure, F14N7NaO28S14.

Properties
* total energy: -9624.396818 Ha
* orbital gap: 5.8384 eV
* HOMO energy: 2.56 eV
* energy above the lowest of the compared OMol25 structures with the same formula, charge and spin: 97.6 kcal/mol
* charge: -6

CARTESIAN COORDINATES (ANGSTROEM)
Na1 -2.182 2.533 1.080
N1 2.865 -4.085 1.493
S1 2.749 -3.757 0.040
O1 2.402 -4.897 -0.839
O2 3.580 -2.735 -0.531
F1 1.275 -3.100 0.130
S2 4.366 -4.899 1.336
O3 5.452 -4.017 0.897
O4 4.311 -6.336 0.992
F2 4.502 -4.947 2.954
N2 -3.724 0.094 -5.812
S3 -4.490 -1.417 -6.170
O5 -5.426 -1.879 -5.192
O6 -3.781 -2.316 -7.098
F3 -5.401 -0.633 -7.270
S4 -2.599 -0.631 -5.098
O7 -1.451 -0.869 -5.939
O8 -2.878 -1.370 -3.860
F4 -2.235 0.750 -4.325
N3 -0.459 0.840 0.665
S5 -0.004 0.547 -0.977
O9 0.570 -0.750 -1.377
O10 0.453 1.747 -1.647
F5 -1.497 0.350 -1.603
S6 1.006 0.767 1.130
O11 1.884 1.908 0.745
O12 1.462 -0.608 1.357
F6 0.736 1.107 2.678
N4 -6.477 0.632 -1.876
S7 -5.338 0.215 -0.620
O13 -5.329 -1.189 -0.145
O14 -4.782 1.247 0.183
F7 -4.034 -0.085 -1.608
S8 -7.549 1.077 -0.955
O15 -7.241 2.401 -0.432
O16 -8.205 0.042 -0.129
F8 -8.724 1.345 -2.076
N5 3.725 1.683 -5.272
S9 2.803 1.617 -3.827
O17 3.365 2.117 -2.582
O18 1.928 0.461 -3.764
F9 1.948 2.839 -4.344
S10 4.957 1.050 -4.566
O19 4.789 -0.363 -4.140
O20 5.959 1.928 -3.885
F10 5.805 0.865 -5.973
N6 -2.901 2.617 3.334
S11 -3.740 1.977 4.421
O21 -4.357 2.766 5.529
O22 -3.416 0.613 4.787
F11 -5.000 1.751 3.500
S12 -1.770 3.146 4.479
O23 -1.068 2.137 5.264
O24 -2.151 4.400 5.054
F12 -0.603 3.657 3.485
N7 5.119 -0.848 4.548
S13 5.912 -1.023 5.714
O25 5.167 -1.475 6.857
O26 7.112 -0.169 5.891
F13 6.547 -2.432 5.284
S14 4.348 0.576 5.091
O27 5.039 1.848 5.337
O28 3.171 0.380 5.968
F14 3.504 0.800 3.713

The net atomic charges from Löwdin, expressed in e, are:
1. Na 0.606
2. N -0.254
3. S 0.392
4. O -0.360
5. O -0.271
6. F -0.210
7. S 0.611
8. O -0.308
9. O -0.357
10. F -0.248
11. N -0.250
12. S 0.568
13. O -0.285
14. O -0.338
15. F -0.280
16. S 0.401
17. O -0.291
18. O -0.283
19. F -0.239
20. N -0.307
21. S 0.609
22. O -0.248
23. O -0.305
24. F -0.222
25. S 0.467
26. O -0.306
27. O -0.277
28. F -0.227
29. N -0.253
30. S 0.649
31. O -0.293
32. O -0.282
33. F -0.231
34. S 0.407
35. O -0.336
36. O -0.344
37. F -0.258
38. N -0.288
39. S 0.532
40. O -0.276
41. O -0.258
42. F -0.213
43. S 0.491
44. O -0.312
45. O -0.372
46. F -0.305
47. N -0.283
48. S 0.422
49. O -0.336
50. O -0.280
51. F -0.190
52. S 0.558
53. O -0.242
54. O -0.302
55. F -0.197
56. N -0.227
57. S 0.327
58. O -0.321
59. O -0.358
60. F -0.224
61. S 0.642
62. O -0.318
63. O -0.318
64. F -0.200


No. 5
The following is a DFT calculation (ωB97M-V/def2-TZVPD) of a single F2H2N2 molecule.

Properties
* total energy: -310.252630 Ha
* orbital gap: 12.2818 eV
* HOMO energy: -10.92 eV
* SMILES: FNNF
* energy above the lowest of the compared OMol25 structures with the same formula, charge and spin: 53.8 kcal/mol

CARTESIAN COORDINATES (ANGSTROEM)
F1 1.399 0.643 -0.570
N1 0.602 -0.543 -0.483
N2 -0.814 -0.063 -0.086
F2 -0.816 0.221 1.287
H1 0.755 -0.925 0.487
H2 -1.125 0.666 -0.635

The net atomic charges from Löwdin, expressed in e, are:
1. F -0.136
2. N 0.046
3. N -0.003
4. F -0.095
5. H 0.115
6. H 0.072


No. 6
The following is a DFT calculation (ωB97M-V/def2-TZVPD) of 2 unconnected molecules or ions with the total composition F2H2O2P.

Properties
* total energy: -692.368878 Ha
* orbital gap (alpha / beta): 11.0170 / 8.9389 eV
* HOMO energy (alpha / beta): -20.00 / -17.42 eV
* energy above the lowest of the compared OMol25 structures with the same formula, charge and spin: 138.1 kcal/mol
* charge: +1

CARTESIAN COORDINATES (ANGSTROEM)
O1 -0.296 -1.174 0.243
O2 0.144 1.290 0.263
F1 0.871 -0.194 -3.072
F2 -1.897 0.630 -0.764
P1 -0.383 0.125 -0.540
H1 -0.239 -2.072 0.421
H2 0.936 1.463 0.808

The net atomic charges from Löwdin, expressed in e, are:
1. O 0.012
2. O -0.022
3. F -0.058
4. F -0.073
5. P 0.860
6. H 0.114
7. H 0.167


No. 7
The following is a DFT calculation (ωB97M-V/def2-TZVPD) of 2 unconnected molecules or ions with the total composition F2H4N2P.

Properties
* total energy: -652.640570 Ha
* orbital gap (alpha / beta): 8.5011 / 8.5199 eV
* HOMO energy (alpha / beta): -16.58 / -16.60 eV
* energy above the lowest of the compared OMol25 structures with the same formula, charge and spin: 121.8 kcal/mol
* charge: +1

CARTESIAN COORDINATES (ANGSTROEM)
N1 0.507 -1.339 0.023
N2 -0.295 1.397 0.322
F1 2.991 0.950 -0.200
F2 0.656 0.001 2.162
P1 0.654 0.168 0.632
H1 0.848 -1.886 0.832
H2 0.922 -1.596 -0.891
H3 -0.997 1.776 0.957
H4 0.081 1.898 -0.539

The net atomic charges from Löwdin, expressed in e, are:
1. N 0.016
2. N -0.005
3. F -0.391
4. F -0.046
5. P 0.907
6. H 0.109
7. H 0.135
8. H 0.127
9. H 0.148


No. 8
The following is a DFT calculation (ωB97M-V/def2-TZVPD) of 2 unconnected molecules or ions with the total composition F2HNS.

Properties
* total energy: -653.219344 Ha
* orbital gap: 10.3250 eV
* HOMO energy: -11.85 eV
* energy above the lowest of the compared OMol25 structures with the same formula, charge and spin: 4.4 kcal/mol

CARTESIAN COORDINATES (ANGSTROEM)
N1 0.369 -0.682 -0.554
F1 0.335 0.252 2.437
F2 -0.740 0.156 -2.572
S1 -0.626 0.267 -0.942
H1 0.662 0.007 1.632

The net atomic charges from Löwdin, expressed in e, are:
1. N -0.377
2. F -0.073
3. F -0.444
4. S 0.912
5. H -0.018


No. 9
The following is a DFT calculation (ωB97M-V/def2-TZVPD) of 2 unconnected molecules or ions with the total composition F2HOPS.

Properties
* total energy: -1015.141870 Ha
* orbital gap: 9.3822 eV
* HOMO energy: -11.12 eV
* energy above the lowest of the compared OMol25 structures with the same formula, charge and spin: 64.8 kcal/mol

CARTESIAN COORDINATES (ANGSTROEM)
O1 -0.796 0.893 0.349
F1 0.385 -0.281 -1.539
F2 -0.565 -1.858 0.514
P1 0.448 0.079 -0.036
S1 2.094 0.825 0.417
H1 -1.566 0.342 0.295

The net atomic charges from Löwdin, expressed in e, are:
1. O -0.153
2. F -0.162
3. F -0.454
4. P 0.261
5. S 0.430
6. H 0.078


No. 10
The following is a DFT calculation (ωB97M-V/def2-TZVPD) of 2 unconnected molecules or ions with the total composition F2N2.

Properties
* total energy: -309.019385 Ha
* orbital gap (alpha / beta): 9.5602 / 9.5530 eV
* HOMO energy (alpha / beta): -12.28 / -12.28 eV
* energy above the lowest of the compared OMol25 structures with the same formula, charge and spin: 39.9 kcal/mol

CARTESIAN COORDINATES (ANGSTROEM)
N1 -0.313 -0.098 0.126
N2 -1.129 -0.528 0.740
F1 0.167 -0.317 -1.103
F2 1.275 0.944 0.237

The net atomic charges from Löwdin, expressed in e, are:
1. N -0.103
2. N 0.304
3. F 0.077
4. F -0.278